Density functional theory data (ωB97M-V/def2-TZVPD) for a molecular structure, C39H34Br4EuN2O8S2Sb at a distorted geometry.

## Properties
2S+1: 7
HOMO-LUMO gap (alpha / beta), eV: 3.81 / 3.53
Energy, a.u.: -14260.740879
ΔE to the lowest compared entry with this formula, charge and spin, kJ/mol: 877.2
E_HOMO (alpha / beta), Ha: -0.16846 / -0.26180

CARTESIAN COORDINATES (ANGSTROEM)
Eu -1.23827 -0.80435 -0.52072
O -2.13482 -2.74657 2.56800
C -1.53370 -3.39851 1.59201
O -0.52558 -2.98024 0.99072
C -2.23171 -4.76955 1.29851
O -2.55323 -4.94884 -0.09159
C -3.73405 -4.37789 -0.70206
C -3.34976 -2.87259 -1.15441
O -3.75138 -1.92136 -0.38712
O -2.53516 -2.69048 -2.12264
H -1.99330 -1.73139 2.48445
H -3.10322 -4.86536 1.97066
H -1.52144 -5.58171 1.53090
H -4.61707 -4.38160 -0.05047
H -3.92051 -4.98756 -1.59449
Br -6.61180 1.28301 3.12773
C -5.06570 1.34348 2.03441
C -5.03926 2.14629 0.87839
Br -6.51078 3.22844 0.42341
C -3.89901 2.28170 0.08735
Br -3.77079 3.22115 -1.55507
C -2.75042 1.60985 0.53350
O -1.58369 1.60570 -0.08074
C -2.84657 0.66213 1.66968
O -1.83055 -0.18150 1.76029
C -3.98520 0.61384 2.48654
Br -3.87061 -0.47111 4.02500
C 4.50974 0.56914 -2.21324
C 3.30184 1.40903 -2.70539
C 2.51097 0.78117 -3.84728
N 2.03697 -0.52515 -3.52815
C 0.75156 -0.84815 -3.27955
S -0.44629 0.33066 -3.24772
N 0.46456 -2.18430 -3.05175
C 1.43244 -3.18503 -2.88722
O 2.65545 -2.99755 -2.91564
C 0.84483 -4.51997 -2.62391
C 1.51591 -5.46488 -1.83590
C 0.86935 -6.62836 -1.45583
C -0.38209 -6.95559 -1.96318
C -1.03592 -6.05920 -2.79987
C -0.42417 -4.85706 -3.13934
H 5.07789 1.11004 -1.46227
H 5.18915 0.45160 -3.05424
H 4.21279 -0.40911 -1.84016
H 3.70129 2.36898 -3.06682
H 2.64060 1.63428 -1.88039
H 3.13736 0.71783 -4.74291
H 1.62819 1.40205 -4.09170
H 2.70139 -1.31174 -3.36557
H -0.53199 -2.45571 -2.97590
H 2.52312 -5.21923 -1.51120
H 1.36632 -7.32433 -0.76093
H -0.84522 -7.91826 -1.73791
H -2.01085 -6.29907 -3.23199
H -0.96811 -4.18854 -3.81788
S 1.50924 -0.20770 0.10098
Sb 0.77218 1.82969 0.96933
C 2.84096 2.50279 1.16787
C 3.05586 3.86545 1.32639
C 4.34896 4.35093 1.44800
C 5.43165 3.46895 1.42743
C 5.19876 2.09634 1.33781
C 3.89264 1.61334 1.19380
C 0.16436 1.69583 3.06133
C -0.95998 2.30519 3.55179
C -1.45270 1.90908 4.80351
C -0.76766 0.97424 5.57465
C 0.42779 0.42766 5.10658
C 0.89066 0.77985 3.81572
C 0.05736 3.64927 -0.02862
C 0.00998 3.75361 -1.40259
C -0.48033 4.92762 -1.98418
C -0.89913 5.98581 -1.15694
C -0.90752 5.83750 0.20741
C -0.41595 4.65642 0.78372
H 2.22408 4.57551 1.32706
H 4.50745 5.43183 1.50639
H 6.47135 3.83302 1.51241
H 6.02118 1.39254 1.34222
H 3.73747 0.53310 1.04561
H -1.51886 3.06045 2.95565
H -2.41105 2.31892 5.14115
H -1.18086 0.65819 6.54841
H 0.95661 -0.32236 5.71248
H 1.79564 0.32085 3.41463
H 0.24187 2.90573 -2.06626
H -0.52924 5.02181 -3.07681
H -1.25735 6.92904 -1.58088
H -1.29182 6.62431 0.86876
H -0.40313 4.58666 1.87683